Entry 1:
23
Properties=species:S:1:pos:R:3 method="wB97M-V/def2-TZVPD" e_homo_ev=-9.78 smiles=C#CCCCBC[C@@H]1CO1 max_force_ha_per_bohr=0.091 total_energy_ha=-412.52066
H 2.95 0.19 1.00
H -3.83 -0.64 -1.27
H 2.56 1.37 -1.38
H -1.85 0.57 1.09
H 1.98 -1.84 1.50
H -1.76 -1.99 -0.51
C 1.77 0.87 -0.74
C 0.72 2.78 0.94
B 0.04 -1.18 0.68
H 3.31 -0.67 -0.62
H -4.18 0.55 0.28
H 1.72 -2.38 -0.20
C 1.60 -1.50 0.49
H 0.99 0.51 -1.47
H -0.36 -0.98 1.79
C -1.07 -1.11 -0.49
O -2.46 1.10 -1.03
C -2.02 0.17 0.02
C 1.23 2.01 0.17
C -3.54 0.13 -0.53
C 2.51 -0.27 0.06
H -0.67 -0.81 -1.49
H 0.37 3.43 1.75


Entry 2:
14
Properties=species:S:1:pos:R:3 method="wB97M-V/def2-TZVPD" e_homo_ev=-9.78 smiles=OC[C@H]1CCO1 max_force_ha_per_bohr=0.052 total_energy_ha=-307.61444
C 0.92 -0.29 -0.65
H 0.42 -0.05 -1.59
C -1.53 -0.61 0.01
C -0.09 -0.63 0.45
H -2.22 -0.92 0.82
H -1.57 -1.41 -0.75
O 0.16 0.79 1.05
H 1.74 -0.99 -0.79
H 1.30 1.90 -0.41
O -1.72 0.71 -0.41
H 0.15 -1.49 1.09
H -1.00 1.16 0.26
H 2.18 0.87 0.75
C 1.27 0.96 0.15


Entry 3:
32
Properties=species:S:1:pos:R:3 method="wB97M-V/def2-TZVPD" e_homo_ev="-16.32 / -16.32" max_force_ha_per_bohr=0.020 total_charge=+2 spin_multiplicity=5 s2=6.033 total_energy_ha=-2075.80868
C -1.27 -1.40 3.12
C -1.51 -2.38 4.05
Cl -1.61 0.21 3.46
H -1.58 3.27 0.57
O 1.22 5.01 -3.38
H -1.59 1.50 0.67
C -1.60 2.35 -0.01
O 2.79 3.56 -4.01
O 2.99 0.69 -3.49
H 3.06 2.63 -3.86
C -0.68 -4.07 2.48
C -0.71 -1.72 1.81
H -0.32 4.26 -1.66
C 1.09 2.91 -2.44
C 1.73 3.93 -3.33
O 1.79 -0.65 -2.14
C 0.18 -3.52 0.29
Cl -1.52 -4.92 4.86
N 0.03 3.30 -1.65
C 1.24 1.60 -2.19
C -0.41 -3.10 1.53
N 0.30 1.20 -1.24
O -0.52 -0.78 0.98
H 0.31 -4.59 0.11
Ru 0.47 -0.76 -0.77
H -0.47 -5.11 2.27
C 2.13 0.54 -2.69
C -0.44 2.28 -0.93
O 0.57 -2.75 -0.60
H -2.53 2.33 -0.58
C -1.23 -3.71 3.74
H -1.92 -2.12 5.02


Entry 4:
8
Properties=species:S:1:pos:R:3 method="wB97M-V/def2-TZVPD" e_homo_ev="-5.92 / -10.85" max_force_ha_per_bohr=0.221 spin_multiplicity=3 s2=2.007 total_energy_ha=-1090.08134
C -0.94 0.04 -0.78
H -1.42 -1.47 0.33
O 1.30 0.13 1.18
Cl -1.13 1.70 -1.10
N -1.57 -0.49 0.14
H 1.79 0.14 0.35
H 1.80 0.68 1.79
Cl 0.17 -0.73 -1.90


Entry 5:
64
Properties=species:S:1:pos:R:3 method="wB97M-V/def2-TZVPD" e_homo_ev=-11.12 max_force_ha_per_bohr=0.025 total_charge=+1 total_energy_ha=-2675.96115
C -0.48 -0.46 3.92
H 1.61 0.91 6.20
H -1.28 -1.19 3.85
H -3.39 3.20 -1.83
H -5.52 -2.02 1.68
H -2.33 -4.86 1.76
C 0.11 -0.20 5.15
H -3.04 4.28 2.29
C 5.17 2.86 -1.34
C 1.99 0.86 -1.68
C -0.82 -2.50 -3.14
H 5.65 3.67 -1.87
H 5.57 0.80 1.30
H -0.25 -0.71 6.03
C 0.13 -3.35 -2.69
H -2.11 1.16 -1.41
H -3.90 -0.20 1.33
H 1.75 2.91 -4.40
C -4.47 -2.25 1.61
C -2.30 1.84 -0.59
H -1.74 2.24 2.73
S -1.41 -1.16 -2.15
H 0.54 1.16 -3.23
C -3.55 -1.22 1.43
H 0.03 -4.71 -4.36
C -3.03 2.99 -0.83
H 1.31 1.69 2.01
C -2.18 -1.49 1.35
C -1.48 -2.63 -4.49
H 3.91 3.73 -3.51
C 2.18 2.49 -3.50
C 5.73 2.34 -0.22
H 1.67 -4.35 -3.78
C 0.98 1.14 2.88
H -0.70 -3.05 1.49
C -0.04 0.20 2.77
C -2.10 2.44 1.72
C -3.30 3.87 0.21
C 5.11 1.26 0.43
C 3.26 1.30 -1.19
C 3.38 2.94 -3.01
C -2.67 -3.84 1.67
C 3.94 2.37 -1.85
C -4.03 -3.56 1.72
C -1.76 -2.82 1.49
C -1.83 1.54 0.69
H -2.13 -1.78 -4.68
C 1.58 1.39 4.11
S 0.87 -3.16 -1.11
H -0.73 -2.67 -5.29
C 1.14 0.71 5.24
I 3.12 -0.93 0.96
H 0.63 -5.41 -2.85
C 0.64 -4.52 -3.47
C -2.84 3.60 1.48
H -2.08 -3.53 -4.54
H 6.66 2.73 0.18
C 3.93 0.77 -0.06
H 2.37 2.12 4.18
Ta 0.64 -0.76 -0.96
H -4.74 -4.36 1.86
C 1.50 1.47 -2.82
H -3.88 4.77 0.02
Si -0.96 -0.07 1.15


Entry 6:
112
Properties=species:S:1:pos:R:3 method="wB97M-V/def2-TZVPD" e_homo_ev="-7.25 / -7.26" max_force_ha_per_bohr=0.052 total_energy_ha=-5072.11187
H 3.01 0.30 -1.38
H -0.49 0.91 -3.40
C 4.15 -0.02 1.08
S 2.48 3.11 -3.13
O -3.28 4.83 1.24
Si -0.55 -1.62 -3.37
H -3.63 2.01 3.10
H 4.41 -0.86 0.44
H 0.86 3.90 0.27
C 1.34 -2.29 1.72
N -0.12 3.64 0.26
N -0.63 -1.37 0.72
C -0.25 -1.85 -0.48
H -5.40 2.06 3.15
C 8.25 0.58 3.87
H -6.66 0.75 -0.23
Cl 4.50 0.97 -3.71
H -2.84 -1.28 -4.31
H 4.71 2.05 1.06
H -0.57 4.49 2.11
Si -4.55 1.87 0.76
H 2.70 -3.29 0.38
H 1.14 0.27 -3.20
C 0.16 -1.60 1.78
H -3.81 -2.95 0.49
H -0.19 -4.94 -0.49
H 6.35 2.97 -0.44
C 2.73 4.18 -1.81
C 5.87 2.25 -1.11
Pd -1.46 0.78 0.87
H -3.94 -3.21 -3.07
C -4.58 2.89 -0.88
H -0.28 -4.97 -2.24
H 8.84 -1.16 2.78
H -2.25 -3.27 1.22
H 0.87 -2.71 -5.09
C 3.87 3.91 -1.14
N 0.77 1.17 0.86
H -4.48 3.48 2.68
C -3.64 -0.60 1.77
H 0.66 -3.83 -3.76
H -6.62 0.57 1.51
H -0.22 -1.22 2.73
H -0.92 5.59 0.74
C 7.20 -0.16 1.85
H 1.25 -2.91 -1.57
C -0.92 4.54 1.07
C -2.94 -3.59 0.44
N 2.84 0.44 0.72
H -5.34 2.52 -1.56
H -7.02 2.11 0.80
H 2.02 4.96 -1.64
C -4.87 -2.06 3.23
H -4.55 -1.01 -2.98
C -0.87 -4.97 -1.33
C -3.81 -1.98 4.13
O 5.67 1.01 -0.45
C 1.78 -2.74 0.48
H -4.82 3.92 -0.65
C 4.60 2.82 -1.67
Sb -2.57 0.01 -1.34
C 2.38 0.57 -0.56
H -1.40 -5.92 -1.29
C -1.24 -1.84 -1.57
C 6.42 1.82 2.96
H -3.83 -2.52 5.06
C 0.83 -2.79 -4.00
C 8.17 -0.32 2.83
H -1.87 -1.12 4.46
H 5.73 2.64 3.01
H 1.82 -2.52 -3.64
C -4.52 2.40 2.61
C 0.97 -2.51 -0.62
C 5.20 1.09 0.88
H 7.44 2.36 4.76
H -3.05 -4.70 -3.31
C 0.19 0.12 -3.70
H -2.24 -2.87 -4.77
H 1.93 0.85 2.61
H 4.21 4.49 -0.29
C -6.38 1.24 0.69
H -5.59 -1.41 1.31
H -3.62 2.88 -1.39
O -2.51 2.79 0.87
Cl 7.09 -1.33 0.60
C 7.37 1.66 3.94
H -3.26 -4.60 0.69
H -5.74 -2.65 3.46
H 0.40 1.24 -1.24
C 3.96 2.29 -2.76
C -1.96 -1.83 -4.63
H -0.45 3.66 -0.70
H -4.25 -4.60 -2.05
N -2.62 -0.54 2.64
C 6.31 0.92 1.90
H -4.72 -1.76 -1.38
C -4.79 -1.37 2.04
H 0.37 0.24 -4.76
C 1.10 1.01 -0.46
C -3.47 -4.04 -2.56
C -2.71 -1.21 3.78
C -2.38 4.04 1.07
C -3.51 0.26 0.63
Si -2.14 -3.54 -1.29
H 4.13 -0.35 2.12
Cl 9.43 0.35 5.10
C -4.52 -0.83 -1.91
H 1.91 -2.48 2.62
H 6.57 2.02 -1.92
H -5.27 -0.09 -1.66
H -1.66 -1.44 -5.59
C 1.84 0.83 1.54